No. 1
Molecular formula: C34H96N6O11
Method: DFT, ωB97M-V with the def2-TZVPD basis set

CARTESIAN COORDINATES (ANGSTROEM)
C (-6.733, 2.969, 4.437)
O (-6.067, 2.917, 3.197)
C (-4.827, 2.256, 3.371)
C (-4.144, 2.118, 2.041)
C (-2.739, 1.573, 2.081)
N (-4.121, 3.421, 1.407)
H (-7.594, 3.612, 4.328)
H (-6.060, 3.418, 5.206)
H (-7.048, 1.991, 4.811)
H (-4.228, 2.903, 4.072)
H (-4.965, 1.216, 3.761)
H (-4.763, 1.428, 1.441)
H (-2.088, 2.189, 2.661)
H (-2.418, 1.439, 1.032)
H (-2.754, 0.538, 2.494)
H (-5.021, 3.898, 1.563)
H (-3.946, 3.334, 0.414)
C (-1.295, 0.153, -4.962)
O (-0.582, -1.056, -4.742)
C (-1.349, -2.030, -3.986)
C (-0.483, -3.277, -3.835)
C (-1.216, -4.349, -2.990)
N (0.810, -3.081, -3.244)
H (-2.143, -0.090, -5.624)
H (-0.661, 0.921, -5.309)
H (-1.746, 0.497, -3.999)
H (-1.783, -1.679, -3.045)
H (-2.191, -2.258, -4.645)
H (-0.268, -3.640, -4.872)
H (-0.685, -5.316, -2.980)
H (-2.214, -4.516, -3.399)
H (-1.176, -3.967, -1.955)
H (1.461, -2.528, -3.755)
H (0.800, -2.970, -2.235)
C (-4.277, -4.837, 3.974)
O (-3.746, -4.104, 2.873)
C (-3.915, -2.715, 2.873)
C (-3.019, -2.286, 1.685)
C (-3.538, -2.942, 0.357)
N (-1.585, -2.574, 1.776)
H (-3.755, -5.802, 3.983)
H (-5.342, -4.939, 3.896)
H (-4.083, -4.358, 4.900)
H (-4.983, -2.523, 2.749)
H (-3.536, -2.313, 3.817)
H (-3.213, -1.214, 1.531)
H (-3.340, -2.354, -0.608)
H (-4.588, -3.204, 0.330)
H (-2.998, -3.899, 0.255)
H (-1.431, -3.574, 1.891)
H (-1.068, -2.196, 2.565)
C (3.155, 7.594, -0.837)
O (3.527, 6.207, -0.784)
C (3.950, 5.592, -1.998)
C (4.338, 4.102, -1.695)
C (3.128, 3.205, -1.538)
N (5.295, 4.088, -0.604)
H (2.793, 7.787, 0.177)
H (2.258, 7.791, -1.483)
H (4.009, 8.275, -1.038)
H (3.127, 5.680, -2.698)
H (4.835, 6.127, -2.368)
H (4.861, 3.728, -2.547)
H (2.715, 3.216, -0.512)
H (3.467, 2.180, -1.798)
H (2.395, 3.394, -2.332)
H (5.518, 3.151, -0.289)
H (4.875, 4.465, 0.220)
C (2.021, -3.309, 0.594)
O (3.326, -3.851, 0.417)
C (3.738, -3.968, -0.940)
C (5.012, -4.713, -1.047)
C (5.427, -4.891, -2.504)
N (4.960, -5.960, -0.322)
H (1.191, -3.968, 0.328)
H (1.891, -2.481, -0.117)
H (1.975, -2.952, 1.623)
H (2.985, -4.495, -1.519)
H (3.903, -2.949, -1.346)
H (5.820, -4.190, -0.568)
H (4.832, -5.490, -3.146)
H (6.439, -5.347, -2.528)
H (5.413, -3.877, -2.939)
H (4.623, -6.769, -0.840)
H (4.354, -5.846, 0.457)
C (1.230, -2.398, 4.583)
O (0.135, -1.516, 4.357)
C (-0.919, -1.724, 5.303)
C (-1.967, -0.601, 5.156)
C (-1.352, 0.765, 5.489)
N (-3.066, -0.863, 6.044)
H (0.871, -3.431, 4.532)
H (1.767, -2.314, 5.538)
H (1.990, -2.148, 3.843)
H (-1.290, -2.741, 5.086)
H (-0.457, -1.780, 6.316)
H (-2.230, -0.513, 4.097)
H (-1.279, 0.941, 6.567)
H (-1.934, 1.494, 4.990)
H (-0.337, 0.915, 5.095)
H (-3.613, -1.635, 5.728)
H (-3.699, -0.072, 6.003)
C (5.099, -0.270, -0.389)
C (4.216, -0.327, 0.833)
O (3.749, 1.038, 1.190)
H (5.287, -1.336, -0.630)
H (6.057, 0.217, -0.284)
H (4.481, 0.099, -1.210)
H (4.696, -0.757, 1.715)
H (3.348, -0.943, 0.622)
H (2.915, 0.969, 1.664)
C (3.652, 0.972, -6.583)
C (2.381, 0.641, -5.868)
O (2.311, -0.695, -5.399)
H (4.586, 0.606, -6.209)
H (3.828, 2.027, -6.556)
H (3.544, 0.781, -7.654)
H (1.552, 0.783, -6.602)
H (2.228, 1.259, -4.986)
H (1.389, -0.839, -5.470)
C (-0.060, 3.615, 0.081)
C (0.435, 4.858, 0.718)
O (0.558, 5.906, -0.235)
H (-1.120, 3.683, -0.183)
H (0.071, 2.766, 0.743)
H (0.496, 3.492, -0.859)
H (1.459, 4.730, 1.113)
H (-0.115, 5.208, 1.595)
H (1.461, 6.257, -0.270)
C (0.973, 0.436, -1.108)
C (0.230, -0.318, -0.076)
O (-0.378, -1.528, -0.551)
H (1.395, 1.338, -0.645)
H (0.354, 0.756, -1.945)
H (1.800, -0.056, -1.705)
H (-0.569, 0.361, 0.328)
H (0.905, -0.503, 0.767)
H (-0.754, -1.840, 0.285)
C (-3.548, 1.224, -1.618)
C (-3.885, 2.092, -2.902)
O (-4.655, 3.197, -2.395)
H (-3.303, 1.817, -0.770)
H (-2.848, 0.388, -1.788)
H (-4.524, 0.812, -1.383)
H (-4.525, 1.604, -3.638)
H (-2.996, 2.533, -3.348)
H (-5.526, 2.843, -2.188)

Results
Electronic energy ... -2508.959763 hartree
SMILES ... COC[C@H](C)N.COC[C@H](C)N.COC[C@H](C)N.COC[C@H](C)N.COC[C@H](C)N.COC[C@H](C)N.CCO.CCO.CCO.CCO.CCO
Orbital gap ... 8.9 eV
ΔE to the lowest compared entry with this formula, charge and spin ... 209.20 kJ/mol
Highest occupied orbital energy ... -8.48 eV

Mulliken population analysis, charges in e, atoms 1 to 99: C -0.76; O -0.40; C -0.65; C 0.96; C 1.57; N -0.69; H 0.29; H 0.30; H 0.28; H 0.44; H 0.21; H -0.10; H 0.78; H -1.29; H -1.40; H 0.31; H 0.20; C -0.66; O -0.19; C -0.32; C 0.25; C -1.21; N -0.28; H 0.33; H 0.41; H -0.06; H -0.14; H 0.51; H 0.37; H 0.35; H 0.39; H 0.00; H 0.24; H -0.14; C -0.86; O -0.34; C 0.59; C 1.34; C -1.45; N 0.06; H 0.27; H 0.31; H 0.33; H 0.63; H -1.07; H -0.87; H 0.12; H 0.45; H 0.38; H 0.29; H -0.19; C -0.99; O -0.30; C -0.85; C -0.04; C -0.11; N -0.77; H 0.35; H 0.36; H 0.27; H 0.34; H 0.52; H 0.48; H -0.19; H -0.08; H 0.37; H 0.28; H 0.28; C 0.11; O -0.49; C -0.30; C 0.58; C -1.53; N -0.73; H 0.44; H -0.35; H -0.05; H 0.24; H 0.02; H 0.25; H 0.41; H 0.37; H 0.38; H 0.26; H 0.28; C -0.79; O -0.20; C -1.11; C 3.21; C -1.75; N -0.75; H 0.37; H 0.32; H 0.08; H 0.24; H 0.49; H -1.71; H 0.41; H 0.34

=====

No. 2
Molecular formula: C4H10N2O2
Method: DFT, ωB97M-V with the def2-TZVPD basis set

CARTESIAN COORDINATES (ANGSTROEM)
C (1.668, -1.916, -0.183)
C (0.810, 1.029, 0.490)
O (1.610, -0.667, -0.800)
N (0.927, 0.912, 1.725)
H (0.294, 0.213, 2.133)
H (1.356, 1.708, -0.162)
H (1.372, -1.857, 0.876)
H (0.997, -2.628, -0.684)
H (2.685, -2.325, -0.245)
C (-1.358, 1.587, -0.805)
C (-0.615, 0.341, -0.321)
N (-1.320, -0.409, 0.699)
O (-0.088, -0.402, -1.281)
H (-1.539, -1.333, 0.344)
H (-2.167, 0.050, 1.014)
H (-1.814, 2.126, 0.030)
H (-0.680, 2.270, -1.318)
H (-2.141, 1.299, -1.512)

Results
Electronic energy ... -418.215995 hartree
Orbital gap (spin up / spin down) ... 7.9 / 7.6 eV
ΔE to the lowest compared entry with this formula, charge and spin ... 643.16 kJ/mol
Highest occupied orbital energy (spin up / spin down) ... -8.75 / -8.84 eV

Just the natural (NBO) charges please, in e? Sure, here they are: C -0.29; C 0.20; O -0.30; N -0.65; H 0.37; H 0.18; H 0.17; H 0.20; H 0.21; C -0.64; C 0.32; N -0.88; O -0.30; H 0.38; H 0.37; H 0.22; H 0.22; H 0.22